Entry 1:
Formula: C35H37N7O5S2SiTi
Source: the Open Molecules 2025 dataset
Level of theory: ωB97M-V/def2-TZVPD

Output
HOMO-LUMO gap (spin up / spin down) in eV: 4.4595 / 5.8350
Largest force on an atom in Eh/bohr: 0.016
Total charge: -2
Relative energy (zero: lowest compared OMol25 entry of this formula, charge and spin) in kcal/mol: 2.6
Lowest unoccupied orbital energy (spin up / spin down) in eV: 3.83 / 3.83
2S+1: 3
Highest occupied orbital energy (spin up / spin down) in hartree: -0.023 / -0.074

Geometry (Å):
1 Ti -0.35395 0.06239 -0.02660
2 C 1.82694 5.60648 -2.83900
3 C 1.87005 4.40591 -1.93280
4 C 1.91014 4.53286 -0.54449
5 C 1.85454 3.42457 0.28214
6 C 1.75366 2.11434 -0.21741
7 N 1.51803 0.99356 0.55181
8 C 2.36588 0.72060 1.60186
9 C 3.56982 1.42570 1.81473
10 C 4.38629 1.20822 2.90857
11 C 4.08987 0.23276 3.85319
12 C 4.94352 -0.01230 5.06731
13 C 2.96683 -0.54165 3.60892
14 C 2.12406 -0.32310 2.52657
15 N 1.00398 -1.20864 2.40485
16 C 0.46040 -1.91312 3.41665
17 C -0.37307 -2.86247 2.87085
18 C -0.27591 -2.65304 1.49191
19 N 0.56139 -1.66756 1.20402
20 C 1.79437 2.00958 -1.62265
21 C 1.81430 3.12031 -2.45144
22 N 1.83394 0.72557 -2.23450
23 C 2.55030 0.37774 -3.32544
24 C 2.31560 -0.95600 -3.55972
25 C 1.43126 -1.33991 -2.53734
26 N 1.15680 -0.32343 -1.73809
27 H 2.08025 6.51592 -2.29240
28 H 0.82930 5.74143 -3.26567
29 H 2.52764 5.50757 -3.67101
30 H 1.95821 5.52122 -0.09896
31 H 1.86628 3.55211 1.35700
32 H 3.85206 2.18847 1.10131
33 H 5.27698 1.81786 3.02954
34 H 5.48735 0.89221 5.34555
35 H 5.67642 -0.80550 4.88394
36 H 4.32920 -0.29541 5.92288
37 H 2.73395 -1.33223 4.31142
38 H 0.69030 -1.68267 4.44264
39 H -0.99120 -3.56652 3.39896
40 H -0.81659 -3.13071 0.69025
41 H 1.75034 2.97091 -3.52477
42 H 3.18943 1.09018 -3.81763
43 H 2.72771 -1.56284 -4.34665
44 H 0.96880 -2.29393 -2.34900
45 C -3.83362 -1.01480 -4.80880
46 Si -3.69005 0.83836 -4.65476
47 C -2.91993 1.47558 -6.25120
48 C -5.43597 1.53207 -4.54503
49 C -2.70935 1.57347 -3.23676
50 C -2.68130 2.95813 -3.18354
51 C -1.99574 3.64175 -2.18293
52 C -1.32819 2.88039 -1.24942
53 N -1.31959 1.54592 -1.25880
54 C -2.00808 0.86555 -2.22056
55 S -1.94297 -0.84411 -2.07629
56 H -4.44034 -1.24545 -5.69172
57 H -4.30224 -1.44973 -3.92686
58 H -2.85427 -1.47996 -4.91296
59 H -3.48993 1.14162 -7.12289
60 H -1.89817 1.10173 -6.35000
61 H -2.87703 2.56676 -6.27029
62 H -6.05189 1.17761 -5.37643
63 H -5.43910 2.62396 -4.56171
64 H -5.90746 1.21469 -3.61246
65 H -3.21101 3.53363 -3.93996
66 H -1.97634 4.72153 -2.13020
67 H -0.75557 3.35236 -0.45982
68 N -0.82658 2.08016 2.27228
69 C -0.33694 1.83290 3.55066
70 C -0.94875 0.85986 4.34720
71 C -0.37283 0.47468 5.54413
72 C 0.81605 1.04351 5.98380
73 C 1.38435 2.06521 5.23868
74 C 0.80998 2.46114 4.03982
75 S 1.63768 0.36638 7.41823
76 O 0.69079 0.48791 8.51974
77 O 1.90473 -1.02117 7.03088
78 O 2.84998 1.16399 7.57778
79 H -1.81412 1.88471 2.10725
80 H -0.51099 2.94313 1.85786
81 H -1.84363 0.37075 3.98062
82 H -0.82834 -0.31025 6.13774
83 H 2.30682 2.51019 5.58725
84 H 1.28849 3.23359 3.44851
85 O -3.52005 1.21142 1.64602
86 C -3.23477 0.07253 1.26209
87 O -2.08129 -0.41942 1.10876
88 H -4.07205 -0.65255 1.14859

Force components x, y, z for each atom (eV/Å):
Ti 0.0 -0.6 0.1
C 0.0 0.0 0.0
C 0.0 0.0 0.1
C 0.0 0.0 -0.1
C 0.0 0.0 0.1
C -0.1 0.0 -0.1
N 0.4 0.1 0.2
C 0.0 0.0 -0.1
C 0.0 0.0 0.0
C 0.0 -0.1 0.1
C 0.0 0.1 -0.1
C 0.0 0.0 0.0
C 0.0 0.0 0.0
C 0.0 0.0 0.0
N 0.1 -0.2 0.1
C 0.0 0.0 0.0
C 0.1 0.0 0.0
C 0.0 -0.1 0.0
N -0.1 0.2 0.1
C 0.0 0.0 0.0
C 0.0 0.1 0.0
N 0.0 0.0 0.2
C 0.1 0.0 0.0
C 0.0 0.0 0.1
C 0.0 0.0 0.1
N -0.2 0.1 -0.3
H 0.0 0.0 0.0
H 0.0 0.0 0.0
H 0.0 0.0 0.0
H 0.0 0.0 0.0
H 0.0 0.0 0.0
H 0.0 0.0 0.0
H 0.0 0.0 0.0
H 0.0 0.0 0.0
H 0.0 0.0 0.0
H 0.0 0.0 0.0
H 0.0 0.0 0.0
H 0.0 0.0 0.0
H 0.0 0.0 0.0
H 0.0 0.0 0.0
H 0.0 0.0 0.0
H 0.0 0.0 0.0
H 0.0 0.0 0.0
H 0.0 0.0 0.0
C 0.0 0.0 0.0
Si 0.0 0.0 0.1
C 0.0 0.0 -0.1
C 0.0 0.0 0.0
C 0.1 -0.2 0.1
C -0.1 0.2 -0.1
C 0.0 -0.1 0.0
C 0.0 0.1 0.0
N -0.1 0.2 -0.2
C -0.1 0.3 -0.2
S 0.0 -0.2 0.1
H 0.0 0.0 0.0
H 0.0 0.0 0.0
H 0.0 0.0 0.0
H 0.0 0.0 0.0
H 0.0 0.0 0.0
H 0.0 0.0 0.0
H 0.0 0.0 0.0
H 0.0 0.0 0.0
H 0.0 0.0 0.0
H 0.0 0.0 0.0
H 0.0 0.0 0.0
H 0.0 0.0 0.0
N 0.1 0.2 0.0
C 0.0 -0.1 0.0
C 0.0 0.0 0.0
C -0.1 0.0 0.0
C 0.0 0.1 0.0
C 0.0 -0.1 0.0
C 0.0 0.0 0.0
S 0.0 0.1 -0.1
O 0.0 0.0 0.0
O 0.0 -0.1 0.0
O 0.0 0.0 0.0
H -0.1 0.0 0.0
H 0.0 0.0 0.0
H 0.0 0.0 0.0
H 0.0 0.0 0.0
H 0.0 0.0 0.0
H 0.0 0.0 0.0
O -0.1 0.2 -0.2
C -0.2 -0.2 0.8
O 0.2 0.0 -0.3
H 0.0 0.1 -0.2

Entry 2:
Formula: C35H38BF3O2S
Source: the Open Molecules 2025 dataset
Level of theory: ωB97M-V/def2-TZVPD

Output
HOMO-LUMO gap in eV: 3.5732
Largest force on an atom in Eh/bohr: 0.077
Total charge: 0
Relative energy (zero: lowest compared OMol25 entry of this formula, charge and spin) in kcal/mol: 17.7
Lowest unoccupied orbital energy in eV: -2.97
2S+1: 1
Highest occupied orbital energy in hartree: -0.241

Geometry (Å):
1 C -3.26199 6.37087 0.55888
2 C -2.67235 5.11344 1.06909
3 C -2.62396 4.64847 2.36797
4 C -2.11922 3.30561 2.47160
5 C -1.68250 2.83273 1.25263
6 B -1.15849 1.31279 0.88044
7 C 0.43836 1.68981 0.72730
8 C 1.11425 2.06175 1.87989
9 C 2.44506 2.47483 1.81919
10 C 3.08980 2.45521 0.58481
11 C 4.57813 2.68828 0.56635
12 F 5.07949 2.91952 -0.68046
13 F 4.97012 3.72796 1.35714
14 F 5.22924 1.56192 1.04407
15 C 2.41354 2.11702 -0.58424
16 C 1.06092 1.76517 -0.50570
17 O -1.60105 0.54927 2.00432
18 C -2.88464 0.02395 1.62138
19 C -2.72065 -1.47343 1.62781
20 C -3.94465 0.42956 2.63992
21 C -3.13632 0.53143 0.11131
22 C -3.51349 -0.55440 -0.89580
23 C -4.16944 1.63757 0.07593
24 O -1.85481 0.98899 -0.31343
25 S -1.87469 3.97837 -0.00764
26 H -3.81720 6.91456 1.32842
27 H -2.47321 7.02349 0.17748
28 H -3.94455 6.15099 -0.26853
29 H -3.00009 5.22667 3.20859
30 H -2.06840 2.77507 3.41465
31 H 0.58787 2.06205 2.83172
32 H 2.97465 2.76855 2.72369
33 H 2.94269 2.08160 -1.53452
34 H 0.50520 1.49411 -1.39981
35 H -3.60702 -2.02908 1.29859
36 H -1.90222 -1.70742 0.94474
37 H -2.44961 -1.82658 2.62854
38 H -4.92942 0.00743 2.37797
39 H -3.66987 0.01672 3.61937
40 H -4.03729 1.51640 2.74906
41 H -4.45519 -1.03542 -0.61386
42 H -3.66541 -0.09100 -1.87798
43 H -2.73058 -1.31610 -0.98826
44 H -5.15989 1.20149 0.27380
45 H -3.96491 2.39588 0.84038
46 H -4.19632 2.11264 -0.91244
47 C -2.77713 -6.11894 0.98308
48 C -1.75231 -5.04540 0.80970
49 C -1.09008 -4.48403 1.90903
50 C -0.26104 -3.38402 1.75814
51 C -0.08087 -2.78024 0.47832
52 C 0.57819 -1.50721 0.26257
53 C 1.45456 -1.46128 -0.84262
54 C 2.76818 -1.01540 -0.77324
55 C 3.73569 -1.15244 -1.82394
56 C 5.01039 -0.52370 -1.76111
57 C 5.86538 -0.53459 -2.85388
58 C 5.52763 -1.21279 -4.03558
59 C 6.43162 -1.16611 -5.22832
60 C 4.31796 -1.91810 -4.07920
61 C 3.46001 -1.92540 -2.98748
62 C -0.66909 -3.43927 -0.63756
63 C -1.50453 -4.52770 -0.46265
64 H -3.03766 -6.56023 0.01618
65 H -2.44328 -6.90842 1.66404
66 H -3.69956 -5.69322 1.39720
67 H -1.27269 -4.90078 2.90120
68 H 0.21918 -2.92078 2.62307
69 H 0.63894 -0.76440 1.06133
70 H 1.11033 -1.91080 -1.78483
71 H 3.09805 -0.56707 0.16696
72 H 5.31306 -0.01492 -0.84106
73 H 6.81813 -0.00156 -2.80814
74 H 5.98698 -1.69378 -6.07672
75 H 6.63209 -0.13177 -5.53369
76 H 7.40088 -1.63456 -5.02831
77 H 4.05000 -2.46585 -4.98536
78 H 2.55287 -2.52800 -3.01880
79 H -0.53337 -3.02253 -1.63600
80 H -1.98839 -4.98347 -1.32667

Force components x, y, z for each atom (eV/Å):
C 0.0 0.4 -0.3
C 0.6 -0.6 0.9
C -0.4 0.0 -0.9
C 0.4 1.0 -1.0
C 0.0 0.0 0.9
B 0.9 3.8 0.6
C -1.3 -1.3 0.0
C 1.1 0.4 0.3
C -0.5 -0.4 0.2
C 0.7 0.2 -0.2
C 0.0 0.1 0.0
F -0.2 -0.2 0.8
F -0.1 -0.8 -0.6
F -0.1 0.8 -0.3
C -0.3 0.0 0.0
C 0.9 0.1 -0.1
O -0.4 -1.7 0.1
C 0.0 -0.1 -0.3
C 0.0 -0.6 -0.1
C -0.3 0.1 0.1
C 0.5 -0.3 0.1
C -0.4 -0.1 0.1
C -0.6 0.2 0.0
O -0.1 -1.6 -0.8
S -0.7 0.7 0.9
H 0.1 -0.1 0.0
H -0.1 0.2 -0.1
H 0.0 0.2 0.1
H -0.1 -0.1 -0.1
H 0.0 -0.2 -0.2
H 0.1 0.0 -0.1
H 0.0 0.0 -0.2
H -0.1 0.2 0.1
H 0.1 0.0 0.0
H 0.0 0.2 0.1
H -0.5 0.0 0.3
H 0.0 0.1 -0.1
H 0.3 0.2 0.0
H 0.0 0.1 -0.2
H 0.0 -0.3 -0.1
H 0.0 -0.1 -0.1
H 0.1 0.0 0.2
H -0.2 0.2 0.0
H 0.1 0.1 0.0
H -0.2 -0.1 -0.4
H 0.1 -0.1 0.2
C -0.2 -0.2 0.0
C 0.0 0.3 0.0
C 0.3 0.0 0.0
C -0.1 0.7 -0.3
C -1.0 -0.4 -0.4
C 1.9 -1.7 0.3
C 0.2 0.7 -0.6
C -1.1 0.3 0.6
C 0.8 -0.7 -1.0
C -0.4 0.0 0.2
C -0.1 -0.1 0.0
C -0.3 0.2 0.3
C 0.1 -0.1 -0.3
C -0.1 -0.1 0.2
C 0.0 0.5 0.2
C 0.2 0.2 0.2
C 0.2 0.1 -0.1
H 0.1 0.0 0.2
H 0.0 0.1 -0.1
H 0.2 0.0 0.0
H 0.2 0.1 -0.2
H -0.3 -0.1 -0.2
H 0.1 -0.2 0.0
H 0.3 -0.1 0.6
H -0.1 0.1 -0.2
H -0.2 0.0 -0.4
H -0.3 -0.2 0.1
H 0.1 0.1 0.1
H -0.1 -0.2 0.1
H -0.1 0.1 0.1
H 0.1 0.1 0.3
H 0.2 0.2 -0.1
H -0.2 -0.1 0.3
H 0.1 0.2 0.2

Entry 3:
Formula: C35H38ClN3O4PSSiTi
Source: the Open Molecules 2025 dataset
Level of theory: ωB97M-V/def2-TZVPD

Output
HOMO-LUMO gap in eV: 6.1318
Largest force on an atom in Eh/bohr: 0.048
Total charge: -1
Lowest unoccupied orbital energy in eV: 2.22
2S+1: 1
Highest occupied orbital energy in hartree: -0.144

Geometry (Å):
1 Ti -1.53178 -0.35156 0.90755
2 O 0.83590 -5.59955 -0.75567
3 C 1.66538 -5.35167 0.23710
4 O 2.49516 -6.15589 0.59221
5 C 1.56873 -3.99368 0.88460
6 C 2.41582 -3.56131 1.82536
7 Cl 3.63045 -4.39546 2.68917
8 N 2.18343 -2.21706 2.22339
9 N 0.99148 -1.83441 1.52773
10 C 0.64663 -2.90232 0.61227
11 C -0.44417 -2.84648 -0.22231
12 O -0.84188 -3.73779 -1.00460
13 O -1.19861 -1.69081 -0.16174
14 C 3.34109 -1.33653 2.17184
15 C 3.48778 -0.30801 3.08675
16 C 4.62780 0.48182 3.06773
17 C 5.65075 0.22912 2.16312
18 C 5.51977 -0.82313 1.26979
19 C 4.36585 -1.59695 1.26951
20 H 0.14184 -4.86024 -0.87807
21 H 2.70572 -0.12832 3.80746
22 H 4.71895 1.29285 3.77995
23 H 6.54409 0.84240 2.16015
24 H 6.31055 -1.04826 0.56410
25 H 4.27629 -2.42099 0.57124
26 C 4.01124 1.39391 -0.90308
27 P 2.26033 1.06456 -0.38902
28 C 1.57332 2.73434 -0.75991
29 C 0.99961 3.42240 0.30782
30 C 0.47254 4.69765 0.13362
31 C 0.50491 5.29693 -1.11740
32 C 1.09505 4.63067 -2.18603
33 C 1.63404 3.36448 -2.00415
34 C 1.74736 0.00406 -1.81097
35 C 0.82262 0.31946 -2.80743
36 C 0.41791 -0.63495 -3.73413
37 C 0.92314 -1.92539 -3.68035
38 C 1.85320 -2.25433 -2.70313
39 C 2.25705 -1.29762 -1.78233
40 H 4.06326 1.81821 -1.90653
41 H 4.58139 0.46561 -0.87099
42 H 4.45260 2.09100 -0.18830
43 H 0.95396 2.93885 1.27879
44 H 0.02427 5.21435 0.97339
45 H 0.07198 6.27958 -1.26325
46 H 1.13126 5.09799 -3.16304
47 H 2.10507 2.86206 -2.84168
48 H 0.39102 1.31079 -2.85957
49 H -0.30789 -0.36739 -4.49347
50 H 0.58286 -2.67727 -4.38123
51 H 2.23766 -3.26543 -2.63359
52 H 2.96830 -1.57276 -1.00930
53 C -2.70566 2.11587 3.10367
54 C -3.48854 0.84785 2.93213
55 C -4.66600 0.51218 3.52975
56 C -5.02122 -0.80459 3.09011
57 C -4.04611 -1.21901 2.23854
58 C -3.96584 -2.50314 1.46622
59 N -3.07164 -0.22172 2.12805
60 H -3.37153 2.97830 3.04016
61 H -1.93187 2.22741 2.35001
62 H -2.20224 2.13965 4.07146
63 H -5.22004 1.13956 4.21368
64 H -5.90052 -1.36811 3.36786
65 H -4.45819 -3.30195 2.01964
66 H -2.94160 -2.82530 1.28908
67 H -4.45038 -2.42627 0.48994
68 S 0.34009 0.39280 2.97387
69 C 0.23021 -0.80796 1.82031
70 C -2.86988 2.09906 -3.17191
71 Si -3.04145 0.95352 -1.70089
72 C -4.62243 1.40122 -0.80852
73 C -3.21949 -0.75642 -2.45157
74 C -1.65266 1.19427 -0.47038
75 H -3.78547 2.07492 -3.77346
76 H -2.03668 1.78984 -3.81407
77 H -2.68795 3.13559 -2.86494
78 H -5.50208 1.17448 -1.42098
79 H -4.64274 2.47117 -0.57129
80 H -4.71675 0.85451 0.13744
81 H -3.00082 -0.71642 -3.52307
82 H -4.24501 -1.12213 -2.32935
83 H -2.55659 -1.50084 -2.01422
84 H -1.79553 2.15128 0.04219
85 H -0.68848 1.22284 -0.98284

Force components x, y, z for each atom (eV/Å):
Ti 0.8 2.0 1.2
O 0.1 0.0 0.1
C -0.1 0.1 0.1
O 0.0 0.0 0.0
C 0.0 0.0 -0.3
C 0.2 0.1 0.3
Cl 0.0 0.1 0.0
N 0.1 0.0 0.4
N -0.1 -0.1 -0.3
C 0.2 0.2 0.1
C -0.3 0.2 -0.1
O 0.0 -0.1 -0.1
O 0.2 -1.6 -0.6
C -0.1 -0.2 -0.2
C 0.0 0.0 0.2
C 0.0 0.0 0.0
C -0.1 0.0 0.0
C -0.1 -0.1 0.0
C 0.1 0.0 -0.1
H -0.1 0.1 -0.1
H 0.0 0.0 0.0
H 0.0 0.0 0.0
H 0.0 0.0 0.0
H 0.0 0.0 0.0
H 0.0 0.0 0.1
C -0.1 0.0 0.0
P 0.2 0.1 -0.3
C 0.0 0.0 0.0
C -0.1 0.0 0.0
C 0.0 0.0 0.0
C 0.0 0.0 0.0
C 0.0 0.0 0.0
C 0.0 0.1 0.0
C -0.1 0.0 0.0
C 0.0 0.0 0.0
C 0.0 0.0 0.0
C 0.0 0.0 0.0
C 0.0 0.1 0.0
C 0.0 0.0 -0.1
H 0.0 0.0 0.0
H 0.0 0.0 0.0
H 0.0 0.0 0.0
H 0.0 0.0 0.0
H 0.0 0.0 0.0
H 0.0 0.0 0.0
H 0.0 0.0 0.0
H 0.0 0.0 0.0
H 0.0 0.0 0.0
H 0.0 0.0 0.0
H 0.0 0.0 0.0
H 0.0 0.0 0.0
H -0.1 0.0 0.0
C -0.1 -0.1 0.0
C 0.2 -0.3 -0.2
C -0.2 -0.1 0.0
C -0.2 0.3 0.2
C 0.3 0.1 -0.1
C 0.0 0.1 0.1
N -0.8 -0.2 0.2
H 0.0 0.0 0.0
H 0.0 0.0 -0.1
H 0.0 0.0 0.0
H 0.0 0.0 0.0
H 0.0 0.0 0.0
H 0.0 0.0 0.0
H 0.1 0.0 0.0
H 0.0 0.0 0.0
S -0.6 0.2 -0.4
C 0.5 -0.6 -0.2
C 0.2 0.4 -0.1
Si -0.1 0.1 0.0
C -0.2 0.1 0.1
C 0.0 -0.3 0.0
C 0.1 -0.2 0.1
H 0.1 0.0 0.0
H -0.1 0.0 0.1
H 0.0 -0.1 -0.1
H 0.1 0.0 0.0
H 0.0 -0.1 0.0
H 0.0 0.0 -0.1
H -0.1 0.0 0.0
H 0.1 0.0 0.0
H 0.0 0.0 0.0
H 0.0 0.0 0.0
H 0.0 0.0 0.0